The following is a quantum chemistry calculation of the molecule C6H11NO in a non-equilibrium geometry, from the Open Molecules 2025 dataset.

Last column: natural (NBO) charge in e.
Geometry (Å):
C -0.05 0.13 2.02  -0.63
C -0.70 0.32 0.57  0.08
C -1.46 -0.87 0.55  -0.40
C -0.18 -0.83 -0.41  0.15
O -0.64 -0.59 -1.69  -0.74
C 1.24 -0.57 -0.59  -0.44
C 0.95 1.13 -0.89  -0.27
N -0.37 1.63 -0.20  -0.67
H -0.62 0.28 2.92  0.22
H 0.42 -1.05 1.72  0.21
H 0.85 0.68 2.30  0.21
H -1.55 -1.22 1.62  0.25
H -2.43 -0.86 -0.15  0.25
H -0.49 -1.45 -2.48  0.48
H 1.39 -0.95 -1.65  0.21
H 2.27 -0.82 -0.04  0.25
H 0.72 0.91 -2.08  0.22
H 1.84 2.04 -0.66  0.21
H -1.21 2.09 -0.85  0.40

Kohn-Sham gap, eV: 8.37
SMILES: C[C@]12C[C@]1(O)CCN2
Energy above the lowest of the compared OMol25 structures with the same formula, charge and spin, kcal per mole: 231.9
Largest force on an atom, eV/A: 5.93

The following is a quantum chemistry calculation of C6H11NO as an isolated structure in a non-equilibrium geometry, from the Open Molecules 2025 dataset.

Last column: natural (NBO) charge in e.
Geometry (Å):
C 0.88 -0.01 -0.16  0.15
C -0.52 0.31 -0.22  -0.26
C -1.22 0.84 1.01  -0.64
C -0.29 1.78 -1.39  0.13
C 0.60 -1.54 0.95  -0.24
C 0.71 -2.77 0.44  -0.45
O 1.53 -0.43 -1.29  -0.69
N -0.34 3.01 -1.09  -0.64
H 1.01 -1.12 -1.73  0.47
H 1.52 0.67 0.41  0.20
H -1.12 -0.35 -0.83  0.22
H -0.45 3.18 -0.08  0.33
H -0.19 1.51 -2.46  0.16
H 0.49 -1.43 2.03  0.19
H -1.68 0.03 1.57  0.23
H -0.53 1.36 1.67  0.21
H -2.01 1.54 0.73  0.23
H 0.87 -2.94 -0.62  0.17
H 0.73 -3.65 1.07  0.21

Kohn-Sham gap, eV: 9.17
Energy above the lowest of the compared OMol25 structures with the same formula, charge and spin, kcal per mole: 102.7
Largest force on an atom, eV/A: 6.36

The following is a quantum chemistry calculation of a 2-piece molecular cluster, C6H11NO overall in a non-equilibrium geometry, from the Open Molecules 2025 dataset.

Last column: natural (NBO) charge in e.
Geometry (Å):
C 0.05 1.76 -0.58  -0.46
C 1.24 1.03 -1.22  -0.52
C 2.21 0.70 -0.16  0.41
C 2.39 -0.41 0.46  -0.52
C -0.76 0.66 0.02  0.05
N -2.01 0.59 -0.09  -0.38
C -2.48 -0.60 0.58  -0.50
O -0.27 -2.07 0.95  -1.03
H -0.55 2.27 -1.34  0.24
H 0.38 2.56 0.08  0.22
H 1.69 1.48 -2.11  0.25
H 0.92 0.05 -1.63  0.30
H 0.21 -2.91 1.06  0.43
H 2.87 -0.67 1.39  0.29
H 1.92 -1.35 0.09  0.35
H -0.16 -0.19 0.37  0.20
H -2.58 -1.51 -0.04  0.21
H -1.61 -1.00 1.18  0.27
H -3.47 -0.39 0.99  0.19

Kohn-Sham gap, eV: 4.68
Energy above the lowest of the compared OMol25 structures with the same formula, charge and spin, kcal per mole: 209.8
Largest force on an atom, eV/A: 4.53

The following is a quantum chemistry calculation of the molecule C6H11NO in a non-equilibrium geometry, from the Open Molecules 2025 dataset.

Last column: natural (NBO) charge in e.
Geometry (Å):
C -1.03 1.02 -0.67  0.02
C 2.17 -0.47 0.96  -0.70
C -1.59 0.03 -1.59  -0.70
C -0.88 -0.27 1.37  -0.58
C -0.09 0.79 0.40  0.15
C 1.21 -0.20 -0.17  0.41
N 1.45 -0.59 -1.34  -0.62
O 0.41 1.76 1.08  -0.63
H -1.32 2.05 -0.82  0.20
H 0.76 -0.39 -2.05  0.35
H 2.16 0.36 1.66  0.26
H 3.16 -0.62 0.54  0.24
H 1.88 -1.38 1.48  0.23
H -1.13 0.16 -2.59  0.23
H -1.43 -1.01 -1.30  0.23
H -2.66 0.20 -1.76  0.24
H -1.72 0.26 1.80  0.22
H -1.21 -1.18 0.86  0.20
H -0.17 -0.50 2.15  0.23

Kohn-Sham gap (alpha / beta), eV: 8.40 / 6.43
Energy above the lowest of the compared OMol25 structures with the same formula, charge and spin, kcal per mole: 107.7
Largest force on an atom, eV/A: 1.08

The following is a quantum chemistry calculation of C6H11NO as an isolated structure in a non-equilibrium geometry, from the Open Molecules 2025 dataset.

Last column: natural (NBO) charge in e.
Geometry (Å):
C 1.65 0.01 -0.35  -0.15
C 0.74 -1.13 -0.71  -0.06
C -1.66 -0.98 0.16  -0.06
C -1.69 0.57 0.53  -0.48
C -0.68 1.43 -0.32  -0.22
C 0.76 1.35 -0.34  -0.18
H 1.46 -1.05 1.29  0.36
H 2.15 0.73 1.59  0.36
H 2.31 0.04 -1.09  0.20
H 1.25 -2.28 -1.00  0.21
H 0.17 -0.61 -1.72  0.17
H -2.31 -1.55 0.77  0.20
H -2.12 -1.19 -0.94  0.18
H -1.57 0.67 1.79  0.23
H -2.68 0.92 0.17  0.23
H -1.09 2.43 -0.57  0.20
H 1.18 2.42 -0.32  0.22
N 2.37 -0.19 0.95  -0.81
O -0.24 -1.60 0.10  -0.58

Kohn-Sham gap, eV: 9.23
Energy above the lowest of the compared OMol25 structures with the same formula, charge and spin, kcal per mole: 157.3
Largest force on an atom, eV/A: 5.92

The following is a quantum chemistry calculation of a 2-piece molecular cluster, C6H11NO overall in a non-equilibrium geometry, from the Open Molecules 2025 dataset.

Last column: natural (NBO) charge in e.
Geometry (Å):
O 2.81 0.37 1.65  -0.64
C 3.13 -0.22 0.45  0.47
C 3.33 -0.25 -0.85  -0.17
N 3.85 -1.36 0.07  -0.65
H 2.95 -0.25 2.31  0.49
H 3.14 -0.15 -1.84  0.23
H 3.29 -2.17 -0.16  0.31
C 0.75 -0.91 -0.51  -0.42
C -0.29 -0.14 -0.70  -0.16
C -1.23 0.66 0.27  -0.46
C -2.65 1.06 -0.15  -0.62
H 1.12 -1.65 -1.16  0.20
H 1.05 -1.14 0.50  0.17
H -0.55 0.13 -1.78  0.18
H -1.23 -0.04 1.09  0.21
H -0.49 1.44 0.69  0.23
H -3.30 0.95 0.76  0.22
H -3.17 0.34 -0.86  0.22
H -2.75 2.11 -0.55  0.22

Kohn-Sham gap, eV: 8.23
SMILES: OC1=CN1.C=CCC
Energy above the lowest of the compared OMol25 structures with the same formula, charge and spin, kcal per mole: 155.7
Largest force on an atom, eV/A: 5.14